Record 1
DFT (ωB97M-V/def2-TZVPD) results for a cluster of 12 separate species, C17H41FN3O12 in total.

HOMO energy   -10.92 eV
Kohn-Sham gap   6.763 eV

ORCA input file:
```
! RIJCOSX wB97M-V def2-TZVPD def2/J DEFGRID3
* xyz 1 1
C 1.5703 -2.9441 0.4653
C 2.7157 -1.9715 0.3899
C 3.5087 -1.7942 1.6238
N 2.9792 -1.2904 -0.7050
N 1.8552 -0.6086 -1.2052
C 1.0956 -1.0988 -2.2123
C 0.0206 -0.4096 -2.6864
C -0.3205 0.8074 -2.0973
C 0.4477 1.3257 -1.0659
C 0.1961 2.6314 -0.3444
C -1.2464 3.1293 -0.4328
C -2.1181 2.4224 0.5890
O -1.7573 2.2262 1.7188
N -3.4282 2.0463 0.1206
C -3.6636 0.6448 0.0114
C -4.9878 0.2471 -0.1333
C -5.3170 -1.0839 -0.2860
C -4.3227 -2.0583 -0.2723
C -3.0076 -1.6653 -0.1102
C -2.6684 -0.3236 0.0258
C 1.5430 0.5797 -0.6696
F 2.3363 1.0131 0.2772
H 1.8582 -3.7581 1.1236
H 1.3268 -3.3439 -0.5133
H 0.7002 -2.4335 0.8909
H 4.4921 -1.3653 1.4641
H 3.5464 -2.6892 2.2366
H 2.9238 -1.0474 2.1779
H 1.3913 -2.0561 -2.6131
H -0.5557 -0.8021 -3.5160
H -1.1714 1.3630 -2.4613
H 0.4228 2.4666 0.7093
H 0.9170 3.3734 -0.6891
H -1.2456 4.1836 -0.1516
H -1.6605 3.0439 -1.4312
H -4.1071 2.4452 0.7641
H -5.7618 0.9966 -0.1287
H -6.3486 -1.3760 -0.4218
H -4.5613 -3.1042 -0.3976
H -2.2142 -2.4025 -0.0977
H -1.6338 -0.0417 0.1638
O -6.6120 1.9288 1.7255
H -7.2189 2.6626 1.8830
H -6.3620 1.6457 2.6137
O 5.2091 0.3541 -2.2318
H 4.6175 -0.2147 -1.7175
H 6.0555 -0.1108 -2.2209
O -8.1463 0.7626 3.9515
H -8.7619 0.6536 3.2198
H -8.6334 0.4751 4.7307
O 1.6918 -1.2909 -5.7689
H 2.1529 -0.5036 -6.0773
H 1.8847 -1.3312 -4.8290
O 6.6748 -1.0876 0.3424
H 5.7614 -0.9199 0.0949
H 7.0496 -0.1999 0.4463
O 7.6288 1.6873 -0.7932
H 6.6947 1.8119 -1.0050
H 7.9905 2.5753 -0.7125
O 7.3596 -4.0770 1.1604
H 7.1282 -3.1750 0.9183
H 7.9917 -3.9543 1.8728
O 9.6379 -2.5220 1.2722
H 10.2654 -3.2434 1.1598
H 9.6200 -2.0896 0.4128
O -6.1672 4.6378 2.5052
H -5.4561 3.9931 2.5675
H -6.0532 5.0400 1.6379
O -7.4176 2.6930 6.3749
H -6.7092 2.0455 6.4383
H -7.3215 3.0661 5.4928
O -1.5752 -1.8328 -5.1604
H -0.6752 -2.0992 -5.3895
H -2.0535 -2.6575 -5.0248
*
```

Löwdin population analysis, charges in e, atoms 1 to 8: 0.0098, -0.2930, 0.0184, 0.1225, 0.0067, -0.0060, 0.0117, 0.0543

***

Record 2
DFT (ωB97M-V/def2-TZVPD) results for a cluster of 2 separate species, C3H10OS2 in total.

SMILES   CCSSC.O
HOMO energy   -9.11 eV
Energy relative to the best compared isomer or geometry (same formula, charge and spin)   57.45 kcal per mole
Kohn-Sham gap   7.428 eV

ORCA input file:
```
! RIJCOSX wB97M-V def2-TZVPD def2/J DEFGRID3
* xyz 0 1
C -2.0489 0.0769 0.5602
C -0.6302 0.6250 0.1263
S -0.1916 0.4680 -1.6666
S -0.6473 -2.0103 -1.1343
C 0.8535 -2.0616 -0.2369
H -2.2806 0.6811 1.5396
H -1.9452 -0.9514 0.6471
H -2.6887 0.2566 -0.3104
H -0.7512 1.6544 0.2842
H 0.2994 0.2668 0.5976
H 0.7623 -2.3345 0.8181
H 1.4164 -2.9222 -0.6642
H 1.5445 -1.1994 -0.2737
O 2.2847 2.8025 0.1596
H 1.4205 2.7217 -0.3641
H 2.6022 1.9264 -0.0824
*
```

natural (NBO) population analysis, charges in e, atoms 1 to 8: -0.6152, -0.5262, 0.0496, 0.1356, -0.8281, 0.2129, 0.2223, 0.2231

***

Record 3
DFT (ωB97M-V/def2-TZVPD) results for the molecule C6H10O.

SMILES   C=C(C)/C(C)=C\O
HOMO energy   -8.12 eV
Energy relative to the best compared isomer or geometry (same formula, charge and spin)   43.68 kcal per mole
Kohn-Sham gap   8.766 eV

ORCA input file:
```
! RIJCOSX wB97M-V def2-TZVPD def2/J DEFGRID3
* xyz 0 1
C -1.0165 -1.5021 0.8782
C -0.5506 -0.2782 0.6070
C -1.0272 0.8901 1.4263
C 0.4329 -0.0376 -0.4528
C 1.0882 -1.2380 -1.0836
C 0.6130 1.1606 -1.0758
O 0.2231 2.3570 -0.5528
H -0.7250 -2.3853 0.3361
H -1.7480 -1.6542 1.6567
H -1.6578 1.5433 0.8286
H -1.6082 0.5517 2.2837
H -0.1839 1.4830 1.7773
H 1.5307 -1.8741 -0.3160
H 1.8586 -0.9367 -1.7916
H 0.3641 -1.8465 -1.6288
H 1.1786 1.1654 -2.0067
H 1.2278 2.6016 -0.8859
*
```

natural (NBO) population analysis, charges in e, atoms 1 to 8: -0.4094, -0.0083, -0.6296, -0.1033, -0.6234, 0.0912, -0.6553, 0.1933

***

Record 4
DFT (ωB97M-V/def2-TZVPD) results for the molecule C10H10BrNO.

SMILES   CC1(C)c2ccccc2C(=O)N1Br
HOMO energy   -8.82 eV
Energy relative to the best compared isomer or geometry (same formula, charge and spin)   35.39 kcal per mole
Kohn-Sham gap   8.928 eV

ORCA input file:
```
! RIJCOSX wB97M-V def2-TZVPD def2/J DEFGRID3
* xyz 0 1
C 0.6049 1.4998 -1.4508
C 0.7602 0.9326 -0.0377
C 0.8884 1.8596 1.0990
C -0.3394 -0.0578 0.1295
C -1.6277 0.2529 0.2361
C -2.5971 -0.7520 0.2208
C -2.1668 -2.0839 -0.0006
C -0.8320 -2.3969 -0.1700
C 0.1236 -1.4105 -0.0535
C 1.5576 -1.4147 -0.0405
O 2.3209 -2.3408 0.0767
N 2.0156 -0.0127 -0.0432
Br 3.6093 0.6335 0.3127
H 1.6102 1.9447 -1.7623
H -0.2200 2.1047 -1.4939
H 0.4558 0.6201 -2.0469
H 1.2973 1.3652 1.9249
H -0.0655 2.1694 1.3315
H 1.5358 2.7679 0.8241
H -1.9130 1.2730 0.4450
H -3.6458 -0.3872 0.5932
H -2.7990 -3.0849 0.1185
H -0.5736 -3.4816 -0.2127
*
```

natural (NBO) population analysis, charges in e, atoms 1 to 8: -0.6018, 0.1404, -0.6247, 0.0008, -0.2358, -0.1722, -0.2254, -0.1809

***

Record 5
DFT (ωB97M-V/def2-TZVPD) results for a cluster of 2 separate species, C3H4ClF in total.

SMILES   FC1=CC1.Cl
HOMO energy   -9.96 eV
Energy relative to the best compared isomer or geometry (same formula, charge and spin)   76.10 kcal per mole
Kohn-Sham gap   10.815 eV

ORCA input file:
```
! RIJCOSX wB97M-V def2-TZVPD def2/J DEFGRID3
* xyz 0 1
F 1.2102 0.9261 0.9804
C 0.2067 -0.0232 0.6618
C -0.2014 -1.0194 1.3449
C -0.6552 -0.6463 -0.2625
H -0.7502 -1.5260 2.0811
H -1.6214 -0.2443 -0.5096
H -0.0338 -1.2696 -0.8713
Cl 0.6190 2.4458 -1.6518
H 1.2260 1.3569 -1.7728
*
```

natural (NBO) population analysis, charges in e, atoms 1 to 8: -0.3363, 0.3605, -0.2524, -0.4333, 0.2425, 0.2161, 0.2002, -0.2540

***

Record 6
DFT (ωB97M-V/def2-TZVPD) results for a cluster of 2 separate species, H4N2O2 in total.

HOMO energy (alpha / beta)   -9.20 / -8.80 eV
Energy relative to the best compared isomer or geometry (same formula, charge and spin)   56.50 kcal per mole
Kohn-Sham gap (alpha / beta)   9.476 / 8.945 eV

ORCA input file:
```
! RIJCOSX wB97M-V def2-TZVPD def2/J DEFGRID3
* xyz 0 1
N -0.2066 -0.2635 1.6168
N 0.0377 0.2578 -1.1700
O -0.2409 0.7273 0.6827
O 0.8518 -0.6044 -1.6804
H 0.6873 -0.4222 1.8941
H -0.6024 -1.1153 1.3208
H -0.8687 0.0621 -1.4224
H 0.3418 1.3582 -1.2416
*
```

List of natural (NBO) charges in e, atom by atom: -0.4331, -0.1551, -0.3630, -0.4218, 0.3298, 0.3340, 0.3518, 0.3574

***

Number 1: maximum force 2.6 eV/Å. Number 2: maximum force 3.8 eV/Å. Number 3: maximum force 5.2 eV/Å. Number 4: maximum force 5.4 eV/Å. Number 5: maximum force 5.4 eV/Å. Number 6: maximum force 5.8 eV/Å.